{"formula": "C22H24B2F4LaN12O4", "method": "the ωB97M-V functional and the def2-TZVPD basis", "lumo_ev": [-9.3, -9.3], "relative_energy_kcal_mol": 40.8, "fmax_ev_per_a": 4.9, "homo_lumo_gap_ev": [7.8, 7.8], "charge": 3, "species": ["La", "C", "C", "N", "O", "B", "F", "F", "O", "N", "C", "C", "C", "N", "O", "B", "F", "F", "O", "N", "C", "C", "C", "H", "H", "H", "H", "H", "H", "H", "H", "H", "H", "H", "H", "N", "C", "N", "C", "N", "N", "C", "N", "C", "C", "C", "C", "C", "N", "H", "H", "H", "H", "H", "H", "H", "H", "N", "C", "C", "C", "C", "N", "C", "C", "H", "H", "H", "H"], "xyz": [[-0.074, 0.008, 0.007], [0.189, -5.507, -1.843], [-0.199, -4.584, -0.782], [0.098, -3.314, -0.651], [0.694, -2.274, -1.101], [3.757, -1.389, -0.532], [3.847, -1.994, 0.674], [4.161, -2.054, -1.573], [3.136, -0.106, -0.502], [2.123, 0.055, -1.511], [2.392, 0.628, -2.622], [3.698, 1.209, -2.985], [1.180, 0.918, -3.463], [0.108, 0.654, -2.802], [-1.098, 0.746, -3.608], [-2.141, 0.050, -2.957], [-3.392, 0.207, -3.165], [-1.767, -0.805, -2.005], [-1.212, -2.202, 1.173], [-0.933, -3.235, 0.520], [-1.133, -4.537, 0.379], [-2.061, -5.408, 1.124], [1.255, 1.144, -4.941], [0.566, -6.409, -1.352], [0.999, -5.097, -2.464], [-0.650, -5.872, -2.484], [3.722, 2.220, -3.394], [4.365, 0.516, -3.450], [4.304, 1.341, -1.889], [-2.216, -4.961, 2.138], [-1.776, -6.411, 1.164], [-2.987, -5.297, 0.643], [1.996, 1.923, -5.260], [0.312, 1.441, -5.335], [1.566, 0.074, -5.490], [1.850, 2.924, 1.503], [0.698, 3.405, 0.998], [0.703, 4.684, 0.649], [-0.460, 5.089, 0.146], [-0.668, 6.241, -0.345], [-1.591, 4.290, 0.044], [-1.453, 3.061, 0.344], [-0.257, 2.471, 0.778], [-2.642, 2.188, 0.296], [-3.890, 2.766, 0.378], [-5.053, 1.969, 0.305], [-4.861, 0.606, 0.242], [-3.600, 0.085, 0.206], [-2.509, 0.883, 0.114], [2.567, 3.602, 1.776], [1.859, 2.046, 1.978], [0.032, 6.999, -0.361], [-1.576, 6.450, -0.721], [-3.884, 3.837, 0.350], [-6.033, 2.424, 0.309], [-5.686, -0.159, 0.342], [-3.486, -0.994, 0.165], [2.397, -0.998, 7.494], [2.067, -0.803, 6.426], [1.686, -0.616, 5.025], [0.341, -0.743, 4.665], [-0.030, -0.567, 3.383], [0.906, -0.436, 2.380], [2.213, -0.295, 2.733], [2.608, -0.297, 4.033], [-0.484, -0.946, 5.362], [-1.024, -0.711, 3.033], [2.862, -0.097, 1.890], [3.567, -0.032, 4.419]], "nbo_charge": [2.232, -0.704, 0.281, 0.193, -0.545, 1.446, -0.480, -0.453, -0.607, -0.243, 0.308, -0.719, 0.281, -0.192, -0.565, 1.435, -0.432, -0.507, -0.517, 0.196, 0.269, -0.677, -0.705, 0.284, 0.278, 0.295, 0.281, 0.291, 0.264, 0.275, 0.277, 0.271, 0.277, 0.275, 0.289, -0.764, 0.623, -0.535, 0.611, -0.682, -0.502, 0.446, -0.787, 0.137, -0.172, -0.095, -0.209, 0.043, -0.612, 0.438, 0.396, 0.441, 0.435, 0.266, 0.266, 0.263, 0.223, -0.142, 0.198, -0.006, -0.204, 0.061, -0.614, 0.037, -0.200, 0.271, 0.217, 0.229, 0.269]}

{"formula": "C29H64B2ClFN3O6S2", "method": "the ωB97M-V functional and the def2-TZVPD basis", "lumo_ev": -4.0, "fmax_ev_per_a": 2.5, "homo_lumo_gap_ev": 5.8, "charge": 1, "species": ["C", "C", "C", "C", "N", "C", "C", "C", "C", "C", "C", "C", "B", "O", "O", "C", "Cl", "N", "B", "N", "O", "C", "F", "C", "C", "C", "C", "S", "S", "C", "C", "C", "H", "H", "H", "H", "H", "H", "H", "H", "H", "H", "H", "H", "H", "H", "H", "H", "H", "H", "H", "H", "H", "H", "H", "H", "H", "H", "H", "H", "H", "H", "H", "H", "H", "H", "H", "H", "H", "H", "H", "H", "C", "C", "C", "O", "H", "H", "H", "H", "H", "H", "H", "H", "C", "C", "C", "O", "H", "H", "H", "H", "H", "H", "H", "H", "C", "C", "C", "O", "H", "H", "H", "H", "H", "H", "H", "H"], "xyz": [[3.264, -4.330, 1.150], [4.206, -3.099, 1.081], [5.173, -3.070, -0.126], [4.529, -3.221, -1.517], [3.843, -2.029, -2.063], [2.565, -1.716, -1.423], [1.473, -1.284, -2.430], [0.176, -1.086, -1.603], [-1.106, -0.955, -2.465], [-2.322, -1.829, -1.929], [-3.207, -2.054, -3.178], [-4.292, -3.188, -3.177], [-4.128, -4.263, -2.007], [-5.246, -4.566, -1.198], [-2.946, -4.909, -1.742], [-3.895, -0.670, -3.163], [-4.612, 0.059, -4.541], [-3.861, -0.105, -2.011], [-4.494, 1.268, -1.872], [-3.618, 2.446, -1.894], [-5.865, 1.357, -1.723], [-3.152, -0.939, -1.001], [-4.239, -1.646, -0.447], [-2.446, -0.198, 0.148], [-3.170, -0.316, 1.514], [-4.450, 0.564, 1.617], [4.678, -0.892, -2.182], [5.503, -0.652, -3.584], [4.829, 0.328, -0.858], [4.049, 1.865, -1.469], [4.129, 2.879, -0.296], [3.124, 4.040, -0.502], [3.686, -5.119, 1.786], [2.337, -4.009, 1.656], [2.954, -4.726, 0.176], [4.754, -3.065, 2.042], [3.604, -2.175, 1.073], [5.848, -3.938, -0.005], [5.810, -2.181, -0.026], [5.347, -3.448, -2.218], [3.829, -4.060, -1.595], [2.644, -0.976, -0.611], [2.191, -2.650, -0.972], [1.310, -2.064, -3.187], [1.770, -0.350, -2.930], [0.107, -1.960, -0.929], [0.304, -0.222, -0.933], [-0.867, -1.226, -3.501], [-1.373, 0.115, -2.482], [-1.795, -2.688, -1.508], [-2.711, -2.074, -4.154], [-4.180, -3.740, -4.125], [-5.310, -2.775, -3.161], [-5.268, -3.892, -0.501], [-3.111, -5.448, -0.951], [-3.831, 3.040, -1.092], [-3.898, 2.991, -2.716], [-6.152, 1.071, -0.840], [-1.437, -0.599, 0.307], [-2.295, 0.860, -0.117], [-2.448, 0.087, 2.241], [-3.330, -1.361, 1.793], [-4.421, 1.403, 0.909], [-5.340, -0.069, 1.495], [-4.496, 0.962, 2.639], [2.983, 1.678, -1.651], [4.562, 2.236, -2.365], [3.878, 2.299, 0.609], [5.161, 3.226, -0.157], [2.813, 4.376, 0.494], [3.592, 4.827, -1.103], [2.243, 3.664, -1.039], [6.661, -4.550, 5.052], [7.515, -3.523, 4.323], [8.522, -2.876, 5.260], [6.677, -2.520, 3.745], [6.091, -4.075, 5.857], [5.939, -5.002, 4.370], [7.276, -5.341, 5.483], [8.040, -4.004, 3.497], [8.010, -2.349, 6.071], [9.122, -2.138, 4.726], [9.191, -3.619, 5.697], [6.204, -2.081, 4.460], [0.696, 3.251, 4.139], [0.128, 3.213, 2.730], [-0.225, 4.607, 2.233], [-1.038, 2.383, 2.699], [-0.037, 3.663, 4.839], [0.937, 2.244, 4.482], [1.600, 3.860, 4.185], [0.856, 2.757, 2.055], [-0.989, 5.063, 2.870], [-0.637, 4.561, 1.224], [0.651, 5.258, 2.222], [-1.689, 2.774, 3.292], [-6.991, 5.549, -3.184], [-7.496, 5.275, -1.776], [-6.380, 5.412, -0.751], [-8.055, 3.964, -1.709], [-6.213, 4.830, -3.461], [-7.799, 5.441, -3.908], [-6.579, 6.556, -3.269], [-8.301, 5.970, -1.534], [-5.583, 4.688, -0.953], [-6.755, 5.206, 0.253], [-5.949, 6.414, -0.763], [-7.356, 3.334, -1.922]], "mulliken_charge": [-1.271, 0.237, -0.446, -1.004, 0.288, -1.006, -0.651, -1.037, -1.049, -0.645, -0.057, -1.121, 0.530, -0.592, -0.568, -0.209, -0.097, -0.075, 0.315, -0.393, -0.515, 1.972, -0.478, -0.962, -0.993, -0.935, 0.033, -0.196, -0.218, -0.282, -0.548, -1.088, 0.366, 0.298, 0.265, 0.158, 0.014, 0.395, 0.249, 0.416, 0.447, 0.241, 0.473, 0.318, 0.292, 0.437, 0.337, 0.611, 0.350, 1.244, 0.886, 0.396, 0.231, 0.328, 0.335, 0.202, 0.261, 0.344, -0.230, 0.508, 0.556, 0.443, 0.107, 0.213, 0.422, 0.015, 0.455, 0.369, 0.365, 0.218, 0.389, 0.301, -1.206, 0.419, -1.310, -0.485, 0.330, 0.244, 0.390, 0.262, 0.351, 0.319, 0.378, 0.312, -1.393, 0.557, -1.343, -0.362, 0.366, 0.333, 0.404, 0.059, 0.420, 0.277, 0.384, 0.313, -1.068, 0.318, -0.713, -0.543, 0.155, 0.318, 0.374, 0.336, -0.183, 0.306, 0.404, 0.312]}

{"formula": "C2H9N4", "method": "the ωB97M-V functional and the def2-TZVPD basis", "s_squared": 0.7744, "lumo_ev": [-8.4, -12.7], "spin_multiplicity": 2, "relative_energy_kcal_mol": 0.0, "fmax_ev_per_a": 1.8, "homo_lumo_gap_ev": [11.5, 7.3], "charge": 2, "species": ["N", "C", "N", "H", "H", "H", "H", "H", "N", "C", "N", "H", "H", "H", "H"], "xyz": [[0.995, -0.781, 1.880], [0.861, -1.045, 0.590], [1.827, -0.981, -0.288], [1.716, -0.139, 2.196], [0.136, -0.725, 2.414], [-0.040, -1.549, 0.270], [1.767, -1.511, -1.147], [2.664, -0.429, -0.147], [-2.021, 0.345, -1.366], [-1.465, 1.020, -0.395], [-0.259, 1.555, -0.536], [-2.891, -0.169, -1.232], [-1.540, 0.276, -2.265], [-2.129, 1.204, 0.456], [-0.085, 2.236, 0.212]], "lowdin_spin": [0.005, 0.003, 0.002, 0.000, 0.000, 0.000, 0.000, 0.000, 0.308, 0.059, 0.596, 0.005, 0.004, 0.003, 0.016]}

{"formula": "C18H27AlO10", "method": "the ωB97M-V functional and the def2-TZVPD basis", "lumo_ev": -11.8, "relative_energy_kcal_mol": 0.0, "fmax_ev_per_a": 3.4, "homo_lumo_gap_ev": 4.0, "charge": 2, "species": ["Al", "C", "C", "O", "O", "H", "H", "H", "O", "C", "O", "C", "C", "C", "H", "H", "H", "H", "H", "H", "O", "C", "O", "C", "C", "C", "H", "H", "H", "H", "H", "H", "O", "C", "O", "C", "C", "C", "H", "H", "H", "H", "H", "H", "O", "C", "O", "C", "C", "C", "H", "H", "H", "H", "H", "H"], "xyz": [[1.261, -2.525, -0.580], [-3.188, -2.939, 0.891], [-1.765, -2.737, 0.531], [-1.015, -1.867, 0.965], [-1.178, -3.457, -0.344], [-3.559, -2.254, 1.652], [-3.354, -3.949, 1.276], [-3.822, -2.910, 0.003], [1.139, 0.165, 0.572], [0.483, 0.947, 1.230], [0.888, 1.432, 2.375], [-0.166, 2.228, 3.018], [-1.147, 2.579, 1.869], [-0.898, 1.465, 0.858], [0.428, 3.025, 3.456], [-0.578, 1.601, 3.806], [-0.937, 3.590, 1.525], [-2.115, 2.615, 2.367], [-0.827, 1.802, -0.172], [-1.628, 0.666, 0.979], [-0.819, -1.200, -2.111], [-1.697, -0.651, -2.733], [-2.282, -1.342, -3.690], [-3.302, -0.565, -4.381], [-3.570, 0.585, -3.387], [-2.231, 0.759, -2.673], [-4.081, -1.314, -4.498], [-3.020, -0.195, -5.364], [-4.421, 0.380, -2.738], [-3.925, 1.435, -3.969], [-2.260, 1.161, -1.664], [-1.658, 1.513, -3.215], [2.066, -0.504, -2.389], [2.013, 0.597, -2.871], [1.211, 0.821, -3.930], [1.135, 2.253, -4.158], [2.454, 2.787, -3.634], [2.839, 1.823, -2.523], [0.302, 2.577, -3.528], [0.957, 2.484, -5.202], [2.352, 3.787, -3.208], [3.183, 2.885, -4.435], [2.621, 2.105, -1.494], [3.884, 1.521, -2.589], [1.621, -2.681, 2.175], [1.995, -2.217, 3.243], [1.809, -0.964, 3.556], [2.292, -0.650, 4.928], [2.995, -1.941, 5.383], [2.687, -3.002, 4.321], [1.432, -0.403, 5.534], [3.067, 0.051, 4.634], [2.733, -2.216, 6.400], [4.081, -1.854, 5.342], [1.996, -3.753, 4.712], [3.515, -3.551, 3.878]], "nbo_charge": [1.619, -0.750, 0.774, -0.545, -0.375, 0.274, 0.281, 0.272, -0.628, 0.836, -0.453, -0.064, -0.444, -0.529, 0.221, 0.193, 0.235, 0.241, 0.240, 0.256, -0.631, 0.821, -0.451, -0.074, -0.438, -0.535, 0.219, 0.206, 0.228, 0.241, 0.242, 0.255, -0.658, 0.844, -0.472, -0.068, -0.442, -0.528, 0.168, 0.227, 0.238, 0.240, 0.250, 0.267, -0.625, 0.839, -0.446, -0.071, -0.444, -0.515, 0.219, 0.227, 0.248, 0.236, 0.265, 0.265]}

{"formula": "C4H5NO", "method": "the ωB97M-V functional and the def2-TZVPD basis", "lumo_ev": [0.1, 0.1], "relative_energy_kcal_mol": 42.2, "fmax_ev_per_a": 1.3, "homo_lumo_gap_ev": [7.4, 7.4], "species": ["O", "C", "C", "C", "C", "N", "H", "H", "H", "H", "H"], "xyz": [[-1.218, 2.242, -0.298], [-0.727, 1.123, -0.223], [-1.062, -0.187, -0.491], [0.033, -1.120, -0.110], [1.128, -0.260, 0.339], [0.708, 0.965, 0.307], [-2.014, -0.531, -0.869], [-0.518, -1.463, 0.771], [0.310, -1.985, -0.716], [2.119, -0.556, 0.675], [1.242, 1.773, 0.614]], "nbo_charge": [-0.678, 0.534, -0.456, -0.528, 0.178, -0.473, 0.231, 0.300, 0.253, 0.215, 0.423]}

{"formula": "CH7O2", "method": "the ωB97M-V functional and the def2-TZVPD basis", "s_squared": 0.7541, "lumo_ev": [0.6, 0.3], "spin_multiplicity": 2, "relative_energy_kcal_mol": 3.5, "fmax_ev_per_a": 4.5, "homo_lumo_gap_ev": [5.3, 11.6], "species": ["O", "H", "H", "H", "C", "O", "H", "H", "H", "H"], "xyz": [[1.853, 0.960, -1.359], [1.721, 0.495, -2.195], [2.721, 1.369, -1.528], [0.814, 0.161, -0.025], [-1.600, -0.375, 1.057], [-0.039, -0.341, 0.272], [-2.340, -0.736, 0.362], [-1.526, -0.927, 1.993], [-1.632, 0.703, 1.262], [0.027, -1.307, 0.161]], "lowdin_spin": [0.038, 0.005, 0.005, 0.054, 0.513, 0.201, 0.058, 0.056, 0.035, 0.034]}

{"formula": "C4H8O", "method": "the ωB97M-V functional and the def2-TZVPD basis", "lumo_ev": 1.0, "smiles": "C=CC.C=O", "relative_energy_kcal_mol": 40.0, "fmax_ev_per_a": 0.5, "homo_lumo_gap_ev": 10.8, "species": ["C", "C", "C", "C", "O", "H", "H", "H", "H", "H", "H", "H", "H"], "xyz": [[1.065, -0.964, -0.921], [-0.259, -0.833, -0.223], [-0.399, -0.686, 1.093], [-0.647, 1.884, 0.225], [-1.800, 2.132, 0.469], [1.331, -2.022, -1.020], [1.863, -0.469, -0.355], [1.043, -0.539, -1.931], [-0.289, 1.621, -0.791], [-1.153, -0.843, -0.847], [-1.374, -0.567, 1.557], [0.466, -0.629, 1.752], [0.153, 1.913, 0.993]], "nbo_charge": [-0.661, -0.176, -0.405, 0.284, -0.531, 0.229, 0.213, 0.217, 0.108, 0.205, 0.214, 0.192, 0.111]}

{"formula": "C6H14N2O2", "method": "the ωB97M-V functional and the def2-TZVPD basis", "lumo_ev": 0.6, "smiles": "CNC(C)=O.CNC(C)=O", "relative_energy_kcal_mol": 22.0, "fmax_ev_per_a": 2.1, "homo_lumo_gap_ev": 9.5, "species": ["C", "C", "C", "O", "N", "H", "H", "H", "H", "H", "H", "H", "C", "C", "C", "O", "N", "H", "H", "H", "H", "H", "H", "H"], "xyz": [[0.666, -2.744, -1.209], [-2.099, -0.219, -1.355], [-1.175, -1.302, -1.944], [-1.502, -1.944, -2.912], [-0.023, -1.450, -1.224], [0.232, -0.844, -0.458], [0.362, -3.352, -2.076], [-1.536, 0.677, -0.997], [1.740, -2.499, -1.249], [0.426, -3.238, -0.257], [-2.759, 0.340, -2.015], [-2.594, -0.609, -0.466], [1.079, 0.675, 3.341], [0.604, 2.874, 0.301], [0.812, 1.070, 1.931], [0.197, 0.358, 1.150], [1.170, 2.344, 1.547], [1.458, 1.513, 3.925], [1.874, 2.897, 1.997], [0.352, 2.078, -0.400], [0.178, 0.197, 3.739], [1.811, -0.140, 3.418], [-0.383, 3.293, 0.550], [1.306, 3.612, -0.069]], "nbo_charge": [-0.421, -0.717, 0.681, -0.622, -0.643, 0.428, 0.233, 0.213, 0.193, 0.187, 0.227, 0.231, -0.713, -0.423, 0.685, -0.666, -0.621, 0.217, 0.399, 0.232, 0.254, 0.242, 0.197, 0.205]}